[1]
{"formula": "C49H45AsCl2KN6O7S4", "method": "wB97M-V/def2-TZVPD", "multiplicity": 2, "total_charge": -2, "relative_energy_ev": 0.905, "e_homo_ev": [-0.045, -2.413], "orbital_gap_ev": [3.11, 5.48], "elements": ["K", "O", "N", "C", "C", "C", "C", "C", "S", "H", "H", "H", "H", "Cl", "C", "C", "C", "Cl", "C", "O", "C", "C", "O", "C", "H", "H", "H", "S", "C", "C", "C", "C", "C", "C", "N", "C", "C", "C", "C", "C", "C", "C", "C", "N", "C", "C", "C", "C", "C", "S", "C", "H", "H", "H", "H", "H", "H", "H", "H", "H", "H", "H", "H", "C", "C", "S", "O", "O", "C", "C", "N", "C", "N", "C", "C", "N", "O", "O", "C", "H", "H", "H", "H", "H", "H", "H", "H", "H", "H", "H", "H", "H", "C", "As", "C", "C", "C", "C", "C", "C", "C", "C", "H", "H", "H", "H", "H", "H", "H", "H", "H", "H", "H", "H", "H"], "positions_angstrom": [[0.16, 0.45, 0.39], [0.25, 0.39, 2.76], [0.33, -0.83, 3.23], [-0.80, -1.57, 3.22], [-0.85, -2.86, 3.67], [0.33, -3.43, 4.14], [1.47, -2.67, 4.17], [1.53, -1.32, 3.74], [2.94, -0.37, 3.81], [-1.65, -1.05, 2.80], [-1.78, -3.41, 3.62], [0.35, -4.46, 4.50], [2.40, -3.08, 4.55], [2.91, 2.25, -6.65], [2.63, 1.82, -4.96], [3.50, 0.92, -4.33], [3.30, 0.57, -3.02], [4.40, -0.55, -2.27], [2.19, 1.07, -2.23], [2.00, 0.72, -1.04], [1.35, 2.01, -2.93], [0.25, 2.70, -2.26], [-0.15, 2.54, -1.13], [1.58, 2.36, -4.27], [4.34, 0.51, -4.87], [-0.23, 3.49, -2.89], [0.92, 3.07, -4.75], [-3.34, -4.31, -4.52], [-2.15, -5.47, -4.96], [-0.97, -5.21, -4.32], [-1.03, -4.07, -3.48], [-2.26, -3.45, -3.47], [-2.70, -2.28, -2.73], [-1.80, -1.60, -1.89], [-2.07, -0.58, -1.13], [-3.36, -0.08, -1.14], [-4.35, -0.66, -2.00], [-5.68, -0.08, -2.01], [-5.99, 0.97, -1.24], [-5.01, 1.57, -0.35], [-5.31, 2.64, 0.45], [-4.33, 3.18, 1.31], [-3.08, 2.53, 1.31], [-2.74, 1.51, 0.56], [-3.70, 1.00, -0.31], [-4.59, 4.34, 2.15], [-5.65, 5.21, 2.12], [-5.58, 6.24, 3.10], [-4.46, 6.16, 3.88], [-3.50, 4.81, 3.42], [-4.01, -1.75, -2.78], [-2.38, -6.27, -5.64], [-0.08, -5.81, -4.45], [-0.18, -3.72, -2.91], [-0.76, -1.94, -1.85], [-6.42, -0.52, -2.67], [-6.99, 1.39, -1.26], [-6.31, 3.06, 0.43], [-2.29, 2.89, 1.97], [-6.45, 5.12, 1.40], [-6.32, 7.02, 3.21], [-4.15, 6.81, 4.67], [-4.77, -2.20, -3.41], [4.07, -5.66, -4.24], [3.60, -6.32, -2.95], [3.35, -5.08, -1.72], [4.60, -4.40, -1.49], [2.16, -4.34, -2.08], [3.00, -6.03, -0.28], [2.72, -5.18, 0.95], [1.54, -4.35, 0.79], [1.55, -3.02, 0.56], [0.32, -2.55, 0.38], [-0.51, -3.60, 0.49], [0.21, -4.73, 0.74], [-0.28, -6.04, 0.96], [-1.48, -6.21, 1.00], [0.55, -6.93, 1.18], [2.78, -2.19, 0.54], [4.25, -6.42, -5.00], [4.99, -5.10, -4.08], [3.32, -4.97, -4.62], [4.33, -7.02, -2.55], [2.64, -6.82, -3.08], [3.89, -6.64, -0.10], [2.15, -6.68, -0.49], [3.55, -4.51, 1.16], [2.58, -5.84, 1.79], [-1.59, -3.51, 0.39], [3.58, -2.64, -0.06], [3.14, -2.00, 1.55], [2.53, -1.22, 0.09], [0.79, 3.53, 3.66], [0.58, 3.09, 1.76], [2.50, 3.02, 1.37], [0.21, 4.93, 1.03], [0.92, 6.07, 1.69], [2.17, 6.49, 1.25], [2.85, 7.52, 1.89], [2.29, 8.16, 2.99], [1.03, 7.75, 3.43], [0.36, 6.72, 2.79], [1.54, 4.31, 3.82], [1.12, 2.60, 4.13], [-0.16, 3.84, 4.10], [3.00, 3.93, 1.69], [2.65, 2.84, 0.30], [2.89, 2.16, 1.92], [-0.87, 5.05, 1.07], [0.49, 4.84, -0.02], [2.62, 6.01, 0.39], [3.82, 7.83, 1.53], [2.81, 8.96, 3.49], [0.57, 8.24, 4.28], [-0.62, 6.41, 3.14]]}



[2]
{"formula": "C5H10NO", "method": "wB97M-V/def2-TZVPD", "total_charge": -1, "relative_energy_ev": 5.369, "e_homo_ev": -3.035, "orbital_gap_ev": 4.99, "elements": ["C", "O", "C", "C", "C", "C", "N", "H", "H", "H", "H", "H", "H", "H", "H", "H", "H"], "positions_angstrom": [[-0.26, -2.06, -0.14], [0.35, -2.94, 0.71], [0.40, -0.68, 0.05], [0.24, 0.53, -0.84], [-0.15, 1.77, -0.27], [0.14, 2.53, -1.38], [-0.80, 2.01, 0.87], [-0.17, -2.32, -1.23], [-1.33, -1.85, 0.04], [-0.04, -0.37, 1.05], [1.44, -0.98, 0.25], [0.38, -2.51, 4.06], [0.79, 0.54, -1.74], [-0.26, 3.56, -1.63], [1.05, 2.42, -1.95], [-1.01, 1.08, 1.33], [-0.19, -2.69, 3.52]]}



[3]
{"formula": "C41H57BFN11O3S4Sc", "method": "wB97M-V/def2-TZVPD", "total_charge": 1, "relative_energy_ev": 0.899, "e_homo_ev": -8.913, "orbital_gap_ev": 6.42, "elements": ["Sc", "C", "C", "C", "C", "N", "C", "C", "N", "B", "N", "C", "C", "N", "C", "S", "C", "C", "C", "C", "N", "C", "C", "N", "C", "S", "C", "C", "C", "C", "C", "S", "H", "H", "H", "H", "H", "H", "H", "H", "H", "H", "H", "H", "H", "H", "H", "H", "H", "H", "H", "H", "H", "H", "H", "H", "H", "H", "H", "H", "H", "H", "H", "H", "H", "H", "C", "C", "C", "C", "C", "C", "C", "F", "C", "C", "C", "O", "C", "C", "N", "C", "C", "O", "O", "H", "H", "H", "H", "H", "H", "H", "H", "H", "H", "H", "N", "C", "N", "S", "H", "H", "H", "H", "C", "C", "C", "C", "N", "N", "C", "H", "H", "H", "H", "H", "H", "H", "H"], "positions_angstrom": [[-0.01, -0.84, -0.13], [0.56, -2.42, 6.80], [0.08, -2.16, 5.37], [-0.06, -3.49, 4.63], [-1.25, -1.41, 5.45], [1.11, -1.33, 4.66], [2.40, -1.11, 5.13], [3.03, -0.37, 4.21], [2.16, -0.14, 3.16], [2.67, 0.84, 2.05], [1.61, 1.44, 1.09], [1.84, 1.60, -0.28], [1.16, 2.68, -0.70], [0.50, 3.22, 0.40], [0.81, 2.48, 1.52], [0.39, 2.79, 3.11], [-0.10, 4.59, 0.41], [-1.38, 4.61, 1.25], [-0.46, 4.97, -1.03], [0.92, 5.57, 0.96], [3.75, 0.14, 1.18], [4.99, 0.68, 0.90], [5.63, -0.15, 0.06], [4.77, -1.22, -0.18], [3.63, -1.01, 0.50], [2.24, -2.02, 0.56], [4.99, -2.30, -1.21], [4.74, -3.67, -0.57], [6.44, -2.24, -1.70], [4.04, -2.05, -2.37], [1.00, -0.75, 3.44], [-0.41, -0.84, 2.46], [-0.24, -2.90, 7.35], [0.80, -1.48, 7.32], [1.43, -3.08, 6.84], [-0.80, -4.12, 5.13], [0.90, -4.02, 4.61], [-0.37, -3.31, 3.60], [-1.87, -1.89, 6.22], [-1.80, -1.42, 4.51], [-1.10, -0.37, 5.74], [2.74, -1.46, 6.09], [4.02, 0.05, 4.22], [3.24, 1.75, 2.60], [2.52, 0.98, -0.84], [1.07, 3.07, -1.69], [-1.96, 3.70, 1.10], [-1.99, 5.46, 0.94], [-1.16, 4.68, 2.31], [-1.13, 4.23, -1.49], [0.42, 5.10, -1.66], [-0.98, 5.93, -1.00], [1.22, 5.28, 1.97], [0.49, 6.57, 1.00], [1.81, 5.60, 0.32], [5.31, 1.62, 1.34], [6.62, -0.08, -0.36], [5.23, -3.75, 0.40], [5.18, -4.43, -1.23], [3.68, -3.88, -0.45], [7.15, -2.36, -0.88], [6.66, -1.32, -2.24], [6.59, -3.07, -2.40], [3.00, -2.06, -2.02], [4.16, -2.83, -3.12], [4.24, -1.08, -2.84], [-2.90, 3.39, -5.71], [-3.83, 3.26, -4.51], [-4.34, 4.61, -4.04], [-5.38, 4.42, -2.94], [-4.82, 3.55, -1.84], [-5.37, 3.58, -0.58], [-4.83, 2.80, 0.45], [-5.42, 2.85, 1.65], [-3.72, 2.03, 0.27], [-3.14, 2.01, -1.00], [-1.94, 1.23, -1.21], [-1.37, 0.70, -0.21], [-1.51, 1.06, -2.54], [-2.15, 1.74, -3.55], [-3.16, 2.58, -3.35], [-3.70, 2.72, -2.07], [-0.48, 0.05, -2.92], [-0.48, -0.45, -4.03], [0.36, -0.28, -1.98], [-3.40, 4.01, -6.45], [-2.68, 2.44, -6.19], [-1.96, 3.88, -5.43], [-4.68, 2.64, -4.78], [-4.78, 5.13, -4.89], [-3.50, 5.20, -3.67], [-6.27, 3.95, -3.36], [-5.69, 5.37, -2.53], [-6.22, 4.21, -0.37], [-3.27, 1.47, 1.08], [-1.83, 1.58, -4.57], [-3.89, -4.17, 0.35], [-3.14, -3.13, 0.78], [-2.76, -3.15, 2.06], [-2.77, -1.86, -0.28], [-4.28, -4.84, 0.98], [-4.22, -4.15, -0.60], [-2.96, -3.93, 2.66], [-2.15, -2.41, 2.40], [0.12, -4.63, -4.46], [0.10, -4.31, -3.00], [0.15, -5.10, -1.87], [0.09, -4.22, -0.79], [0.00, -2.96, -1.22], [0.02, -3.04, -2.57], [0.16, -4.54, 0.67], [0.83, -5.43, -4.67], [0.39, -3.76, -5.05], [-0.87, -4.97, -4.79], [0.23, -6.18, -1.84], [-0.01, -2.20, -3.14], [-0.56, -5.32, 0.93], [-0.03, -3.67, 1.29], [1.16, -4.91, 0.93]]}



[4]
{"formula": "CH7Li3N2O3", "method": "wB97M-V/def2-TZVPD", "multiplicity": 2, "total_charge": 1, "e_homo_ev": [-7.738, -13.045], "orbital_gap_ev": [3.80, 9.43], "elements": ["Li", "Li", "Li", "O", "H", "O", "H", "H", "C", "O", "N", "N", "H", "H", "H", "H"], "positions_angstrom": [[-1.29, 2.06, 2.19], [-0.92, 2.85, -1.13], [1.26, 2.60, 1.72], [-0.31, 2.14, 0.51], [0.32, 1.51, 0.11], [2.23, 0.87, 1.22], [2.34, -0.06, 1.44], [2.25, 0.89, 0.26], [-0.39, -1.56, -0.37], [0.25, -1.63, 0.66], [-0.68, -2.66, -1.06], [-1.00, -0.55, -0.87], [-0.19, -3.45, -0.67], [-1.24, -2.66, -1.89], [-1.56, -0.71, -1.70], [-1.08, 0.36, -0.43]]}



[5]
{"formula": "C18H19Cl3GeN3ORh", "method": "wB97M-V/def2-TZVPD", "multiplicity": 2, "total_charge": 3, "relative_energy_ev": 2.415, "e_homo_ev": [-17.372, -17.365], "orbital_gap_ev": [7.57, 7.56], "elements": ["Rh", "C", "C", "C", "C", "N", "C", "C", "C", "C", "C", "C", "N", "H", "H", "H", "H", "H", "H", "H", "H", "O", "C", "C", "C", "C", "C", "C", "C", "C", "N", "H", "H", "H", "H", "H", "H", "H", "H", "H", "H", "H", "Cl", "Ge", "Cl", "Cl"], "positions_angstrom": [[0.30, -0.09, -0.32], [-3.08, -2.59, -1.15], [-4.04, -1.67, -1.54], [-3.70, -0.33, -1.60], [-2.43, 0.07, -1.25], [-1.52, -0.83, -0.80], [-1.83, -2.13, -0.79], [-1.93, 1.45, -1.38], [-2.71, 2.52, -1.77], [-2.13, 3.78, -1.89], [-0.78, 3.93, -1.62], [-0.06, 2.82, -1.24], [-0.61, 1.60, -1.12], [-3.29, -3.65, -1.12], [-5.04, -2.00, -1.81], [-4.43, 0.39, -1.94], [-1.05, -2.82, -0.49], [-3.76, 2.39, -1.96], [-2.74, 4.62, -2.19], [-0.29, 4.89, -1.70], [0.99, 2.90, -1.01], [2.29, 0.60, -0.21], [3.13, 0.35, 0.97], [2.85, 1.38, 2.04], [1.35, 1.56, 2.30], [0.69, 0.28, 2.71], [0.63, -0.05, 4.06], [0.03, -1.23, 4.47], [-0.51, -2.06, 3.50], [-0.42, -1.69, 2.18], [0.18, -0.55, 1.77], [2.47, 1.50, -0.51], [4.17, 0.35, 0.65], [2.86, -0.66, 1.29], [3.30, 2.34, 1.77], [3.35, 1.06, 2.96], [0.85, 1.96, 1.42], [1.21, 2.30, 3.09], [1.04, 0.64, 4.78], [-0.02, -1.49, 5.52], [-1.00, -2.99, 3.76], [-0.85, -2.32, 1.42], [3.25, -5.76, -6.19], [4.15, -4.14, -5.33], [3.09, -3.02, -3.95], [6.06, -3.60, -5.79]]}



[6]
{"formula": "C3H9INP", "method": "wB97M-V/def2-TZVPD", "relative_energy_ev": 0.684, "e_homo_ev": -8.694, "orbital_gap_ev": 8.09, "smiles": "CC(C)N(P)I", "elements": ["C", "C", "C", "N", "P", "I", "H", "H", "H", "H", "H", "H", "H", "H", "H"], "positions_angstrom": [[0.55, 0.87, -1.10], [-0.07, 0.69, 0.28], [1.07, 0.36, 1.27], [-0.99, -0.42, 0.20], [-0.48, -1.92, -0.41], [-3.01, 0.25, -0.04], [0.56, -0.19, -1.54], [-0.16, 1.38, -1.83], [1.44, 1.34, -1.03], [-0.50, 1.57, 0.73], [1.88, -0.16, 0.75], [0.83, -0.27, 2.16], [1.57, 1.09, 1.87], [-1.43, -2.49, 0.44], [-1.27, -2.09, -1.74]]}



Copy entry 6 word for word.
{"formula": "C3H9INP", "method": "wB97M-V/def2-TZVPD", "relative_energy_ev": 0.684, "e_homo_ev": -8.694, "orbital_gap_ev": 8.09, "smiles": "CC(C)N(P)I", "elements": ["C", "C", "C", "N", "P", "I", "H", "H", "H", "H", "H", "H", "H", "H", "H"], "positions_angstrom": [[0.55, 0.87, -1.10], [-0.07, 0.69, 0.28], [1.07, 0.36, 1.27], [-0.99, -0.42, 0.20], [-0.48, -1.92, -0.41], [-3.01, 0.25, -0.04], [0.56, -0.19, -1.54], [-0.16, 1.38, -1.83], [1.44, 1.34, -1.03], [-0.50, 1.57, 0.73], [1.88, -0.16, 0.75], [0.83, -0.27, 2.16], [1.57, 1.09, 1.87], [-1.43, -2.49, 0.44], [-1.27, -2.09, -1.74]]}